Here is a gas-phase ion, C8H10PS3 (charge +1) in a non-equilibrium geometry from the Open Molecules 2025 dataset. Energies are from wB97M-V/def2-TZVPD.

Its molar mass is 233.343 u. The strongest force on any atom comes out at 4.3 eV Å⁻¹. As for the charge: +1. Its total energy is -1846.4379 a.u. The HOMO energy comes out at -11.700 eV. The HOMO-LUMO gap is 5.3 eV. The relative energy (zero: lowest compared OMol25 entry of this formula, charge and spin) comes out at 105.1 kJ/mol.

XYZ file:
```
22
Properties=species:S:1:pos:R:3:forces:R:3
C 3.647348 0.934566 -0.390655 1.670 -2.057 -0.958
C 2.931144 2.000870 0.102027 2.852 0.664 -1.600
C 3.058642 -0.333754 -0.638852 -2.239 2.782 0.878
C 1.626826 1.873999 0.361769 -1.988 1.305 0.858
C 1.642022 -0.375998 -0.585131 1.129 -0.460 0.648
C 1.024905 0.709278 0.006271 -2.943 -1.547 -0.417
C -2.045446 -1.871446 -0.254410 2.138 1.393 -1.133
C -1.205520 -1.119456 0.769373 3.667 0.782 -2.134
P -3.965171 0.451756 -0.784640 0.381 -0.272 -0.145
S -3.818703 -1.473037 -0.046469 0.175 0.351 -0.072
S -0.828423 0.592613 0.296335 0.313 1.075 -0.071
S -5.566240 1.188427 0.282669 0.796 -0.371 -0.611
H 4.737459 1.026252 -0.678012 -1.347 0.059 0.751
H 3.468712 2.943573 0.055697 -0.347 0.104 0.740
H 3.616506 -1.201242 -0.698810 1.157 -1.501 -0.949
H 1.071353 2.717780 0.777928 -0.006 -0.409 -0.088
H 1.032271 -1.257211 -0.850705 0.736 0.437 0.073
H -1.614201 -1.476674 -1.264243 -1.219 -1.283 1.444
H -1.743721 -2.899029 -0.018753 -1.248 -0.273 -0.751
H -1.578233 -1.051248 1.717006 -1.104 -0.338 2.521
H -0.115429 -1.498682 0.800707 -1.978 -0.202 0.176
H -5.376101 0.118664 1.040907 -0.595 -0.237 0.839
```
Forces are in eV/Å.

Here is 2 unconnected molecules or ions with the total composition C8H14O in a non-equilibrium geometry from the Open Molecules 2025 dataset. Energies are from wB97M-V/def2-TZVPD.

Its molar mass is 126.199 u. The strongest force on any atom comes out at 3.3 eV Å⁻¹. As for the charge: 0. Its SMILES is C#CC(=C)C.CC(C)O. Its total energy is -388.3279 a.u. The HOMO energy comes out at -8.130 eV. The HOMO-LUMO gap is 9.0 eV. The relative energy (zero: lowest compared OMol25 entry of this formula, charge and spin) comes out at 299.5 kJ/mol.

XYZ file:
```
23
Properties=species:S:1:pos:R:3:forces:R:3
C 1.397927 -0.736364 1.124729 -0.996 2.420 0.747
C 0.301431 -1.633994 1.658216 0.129 0.167 -0.135
C 1.927471 -1.146748 -0.214837 -0.562 -0.010 -0.809
O 0.804828 0.741658 1.003669 1.641 -2.885 0.239
H 0.670339 1.088641 1.894353 0.164 -0.353 0.073
H 2.195237 -0.602829 1.863376 0.012 -0.247 -0.184
H 1.100705 -1.281255 -0.951261 0.530 0.200 0.632
H -0.046426 -1.296553 2.631983 -0.031 0.003 0.077
H 0.670883 -2.653056 1.757264 0.034 -0.123 0.039
H -0.542255 -1.641327 0.969110 -0.028 0.016 -0.039
H 2.595262 -0.378141 -0.612288 0.023 -0.204 0.039
H 2.438824 -2.116097 -0.164078 0.068 0.270 0.219
C -2.544323 0.571411 -0.663272 -0.028 -0.212 0.068
C -1.247366 1.296194 -0.895800 -0.102 0.713 1.922
C -0.723218 2.165626 0.007561 -1.860 0.786 -2.286
C -0.428845 0.813468 -1.926327 1.151 -0.634 -1.049
C 0.366452 0.277624 -2.666438 -0.942 0.930 0.035
H -3.090943 0.997287 0.177393 0.047 0.015 0.017
H -3.179748 0.631397 -1.545400 -0.051 -0.019 -0.071
H -2.370724 -0.496569 -0.463704 -0.017 0.209 -0.044
H -1.345632 2.539600 0.809290 0.013 -0.263 0.298
H 0.077037 2.824084 -0.296462 0.535 -0.458 0.312
H 0.973084 0.035941 -3.497078 0.271 -0.321 -0.099
```
Forces are in eV/Å.

Here is 3 unconnected molecules or ions with the total composition C6H14N4 in a non-equilibrium geometry from the Open Molecules 2025 dataset. Energies are from wB97M-V/def2-TZVPD.

Its molar mass is 142.206 u. The strongest force on any atom comes out at 5.8 eV Å⁻¹. As for the charge: +2. Its total energy is -455.2642 a.u. The HOMO energy comes out at -15.035 eV. The HOMO-LUMO gap is 9.6 eV. The relative energy (zero: lowest compared OMol25 entry of this formula, charge and spin) comes out at 537.3 kJ/mol.

XYZ file:
```
24
Properties=species:S:1:pos:R:3:forces:R:3
C -10.041810 -0.638079 -0.998880 -0.313 0.236 0.062
C -10.418889 -1.727217 -0.241316 -0.323 1.329 3.174
C -10.270358 0.673096 -0.632159 -0.194 2.193 0.869
C 8.352240 2.612099 0.115574 3.880 2.713 -0.570
C 7.288545 -0.158232 0.016040 -2.056 -0.452 0.139
C 7.142022 1.972995 0.485938 -3.380 -3.165 -0.817
N -10.522671 1.784820 -0.328609 0.727 -0.301 -1.134
N 7.183724 -2.520897 -0.366368 4.310 0.832 2.786
N -10.587936 -1.728250 1.109073 -1.025 -3.705 -4.380
N 6.750642 -1.274880 -0.480690 -0.474 4.980 0.453
H -9.737155 -0.797350 -2.015349 -0.055 0.080 -0.362
H -10.661398 -2.627619 -0.671967 -0.059 -2.002 -1.361
H 8.437231 3.073770 -0.900862 -0.773 -0.692 0.656
H 8.678591 3.533289 0.777074 -1.140 -1.803 -0.641
H 9.268820 1.987458 0.174389 -0.648 0.032 0.315
H 5.841218 -1.162422 -0.930529 0.556 -0.172 -0.759
H 6.866251 1.611477 1.473449 0.752 0.418 0.215
H 7.825632 -0.429678 0.883212 1.960 -0.294 0.524
H 6.182060 2.184683 -0.029316 0.948 0.200 0.079
H -10.494569 2.852817 -0.321286 -0.132 -2.412 0.241
H 7.857911 -2.671684 0.466315 -1.762 0.023 -1.960
H 6.518711 -3.152935 -0.602109 -2.128 -2.621 -0.421
H -10.362923 -0.891381 1.454495 0.642 3.451 3.024
H -11.095900 -2.505874 1.563879 0.688 1.132 -0.133
```
Forces are in eV/Å.

Here is 7 unconnected molecules or ions with the total composition C6H23NO7 in a non-equilibrium geometry from the Open Molecules 2025 dataset. Energies are from wB97M-V/def2-TZVPD.

Its molar mass is 221.250 u. The strongest force on any atom comes out at 9.4 eV Å⁻¹. As for the charge: 0. Its SMILES is C=CCC[C@@H](N)C=O.O.O.O.O.O.O. Its total energy is -823.6837 a.u. The HOMO energy comes out at -9.283 eV. The HOMO-LUMO gap is 9.3 eV. The relative energy (zero: lowest compared OMol25 entry of this formula, charge and spin) comes out at 426.2 kJ/mol.

XYZ file:
```
37
Properties=species:S:1:pos:R:3:forces:R:3
O 0.533762 3.214786 -0.026328 0.097 0.058 -0.121
C 0.874792 2.387408 -0.828358 0.391 -0.986 -1.129
C 0.546976 0.825582 -0.738836 0.885 0.874 -0.072
C -0.316127 0.272426 -1.859031 1.456 -0.878 -0.392
C -1.769291 0.614926 -1.831614 -2.918 1.935 0.426
C -3.335596 -1.260599 -1.373549 1.533 -2.484 -3.471
C -2.615614 -0.595164 -2.291109 1.383 0.370 0.599
N 1.894263 0.186900 -0.753076 0.039 -0.293 -1.821
H 1.533508 2.751402 -1.692438 -0.538 -0.741 0.561
H -0.026051 0.751936 0.182256 0.597 -0.524 0.433
H -0.075318 -0.850651 -1.950766 -0.627 1.585 0.309
H 0.144550 0.737195 -2.716853 0.072 -0.191 -0.981
H -2.108483 1.027647 -0.792953 0.562 -1.082 -1.569
H -1.965147 1.497702 -2.508255 0.286 -0.768 0.493
H -3.639031 -0.688787 -0.596319 -0.687 1.087 2.937
H -3.472424 -2.380082 -1.404735 -0.676 1.560 -0.250
H -2.271281 -0.899987 -3.306245 -0.490 -0.534 0.957
H 1.838312 -0.864126 -0.539949 -0.182 2.357 -0.420
H 2.247763 0.257268 -1.796531 -0.948 -0.254 2.569
H 1.257587 -3.256051 -0.733514 -3.487 -4.130 0.285
H 2.560851 -2.867264 -1.280955 1.322 -0.748 -0.955
O 1.828019 -2.583472 -0.784313 1.479 3.646 0.043
H -2.512115 -1.203710 3.067815 7.878 -5.205 -0.010
H -2.978730 0.092539 2.657069 -0.384 -0.589 0.378
O -3.228218 -0.756359 3.077089 -7.393 5.822 -0.439
H 3.784136 -1.484231 -0.180838 0.036 0.352 0.680
H 3.782642 -0.739517 1.201950 -0.364 -0.903 -0.880
O 3.427522 -1.526967 0.719964 1.241 0.685 1.129
H 2.508568 2.521875 2.908559 1.448 -0.329 0.546
H 1.364426 3.099248 2.273295 -0.631 -0.520 0.193
O 1.591946 2.326098 2.824854 -0.789 0.835 -0.732
H 0.746409 -2.675798 2.457924 0.134 -0.386 0.520
H 0.178640 -1.788579 1.437466 -0.959 -0.848 1.156
O -0.127310 -2.390628 2.181498 0.859 1.311 -1.727
H -0.547391 2.429222 1.029069 1.840 1.401 -2.167
H -0.575907 1.689119 2.263953 3.683 -3.052 4.158
O -1.080636 2.128697 1.703793 -6.147 1.567 -1.237
```
Forces are in eV/Å.